DFT (the ωB97M-V functional and the def2-TZVPD basis) results for a 17-piece molecular cluster, C15H64FN31O15 overall at a distorted geometry.

```
126
C15H64FN31O15 | OMol25 | the ωB97M-V functional and the def2-TZVPD basis
C 1.364 -5.564 6.680
O -5.155 -13.444 6.423
O -0.202 -8.586 8.664
N 5.593 -9.846 5.678
N 4.829 -8.731 9.691
H 3.301 -12.470 7.313
H 5.867 -14.383 9.401
H 0.527 -10.416 6.394
H 8.702 -9.110 9.331
N 3.059 -10.729 10.823
N 1.206 -11.109 11.825
H 0.816 -14.270 6.172
H 4.011 -11.510 5.139
N 4.907 -14.117 9.232
O 3.323 -7.171 9.035
H -1.100 -10.106 6.764
O -1.333 -9.173 4.282
N 1.371 -13.724 1.246
H -3.500 -8.886 4.991
H 1.308 -9.068 3.575
H 3.395 -13.239 4.630
C 5.834 -10.689 4.736
C 3.582 -15.207 4.687
H 6.204 -7.944 2.095
H 9.674 -10.420 9.994
N 3.425 -13.690 0.940
H 2.793 -14.146 6.170
H 4.819 -7.506 11.653
H 2.610 -9.495 1.355
H 4.685 -9.899 6.118
H 0.672 -4.909 3.646
C 1.239 -6.604 2.769
H -4.261 -12.806 8.490
H 2.142 -9.940 7.257
H 0.522 -14.141 4.042
O 2.337 -9.295 12.384
H 3.164 -14.120 0.065
O -0.754 -14.642 8.150
H 3.909 -9.031 0.240
H 1.415 -6.397 0.873
H 7.058 -9.774 8.142
C -1.089 -13.424 3.177
H 1.190 -4.840 1.909
N -1.873 -7.889 2.633
N -3.439 -8.661 4.008
H 0.604 -13.439 1.838
N 1.310 -10.045 3.833
H 2.890 -13.073 8.899
H 1.440 -14.596 0.740
H 2.133 -6.092 8.443
N 1.714 -9.398 7.994
N 1.840 -6.719 6.304
O -0.571 -12.375 2.923
H 1.764 -4.455 8.254
C 2.177 -10.304 11.649
H 2.298 -8.689 8.413
O 4.161 -8.853 3.228
N 4.239 -7.086 10.940
H 4.664 -9.186 8.804
H 4.111 -14.141 9.853
N 1.615 -7.020 1.642
C 8.192 -11.094 9.035
C 0.405 -9.223 7.884
O 8.576 -12.259 9.218
N 3.549 -12.998 8.138
H -2.571 -14.730 3.254
H 3.580 -6.340 11.115
H 1.806 -6.904 5.312
H -0.914 -15.223 3.915
N 3.065 -15.068 5.858
O 3.845 -16.204 4.135
O 6.829 -10.680 4.068
H 0.998 -11.852 11.173
H 2.863 -15.879 6.424
N -3.539 -12.934 7.796
N 7.137 -10.745 8.406
H -2.567 -12.947 8.067
C 2.435 -13.035 1.443
H 2.397 -7.272 6.940
O 2.469 -12.023 2.159
H 1.858 -10.618 3.207
H 5.600 -8.472 0.529
C -2.187 -8.654 3.635
H 1.593 -8.029 1.610
H -2.588 -7.401 2.112
H 3.833 -10.101 10.660
H 3.723 -13.964 3.121
H 6.541 -11.486 8.063
O 5.636 -13.137 7.420
H -4.256 -8.519 3.432
N -3.148 -13.722 5.723
H 0.541 -10.969 12.573
H 0.383 -10.442 3.787
F 2.292 -11.485 6.039
H -2.150 -13.574 5.691
H -3.624 -13.983 4.871
N 0.684 -13.476 6.782
H 1.671 -10.056 4.776
N 3.563 -9.217 1.170
C 4.137 -7.648 9.799
H -0.913 -12.468 9.246
H -0.920 -7.796 2.310
H -3.043 -13.245 2.553
N 4.865 -11.565 4.603
H 6.298 -9.131 5.787
C -0.128 -13.645 7.853
N 1.102 -5.282 2.812
H 5.553 -8.917 10.371
C 4.409 -8.834 2.065
N 5.502 -8.403 1.532
O 1.106 -7.380 3.738
N 3.603 -14.083 4.116
H 0.157 -11.683 8.105
C -3.967 -13.368 6.662
N -2.306 -13.799 2.967
O 0.915 -4.700 5.886
H 1.126 -12.601 6.539
N 1.578 -5.402 7.958
H 4.931 -12.335 3.952
N -0.217 -12.526 8.517
C 4.747 -13.438 8.172
H 3.035 -11.663 10.439
N -0.131 -9.900 6.960
N -0.434 -14.344 3.785
N 8.829 -10.087 9.551
H 4.388 -13.679 1.243
```

## Properties
Max |F| (eV/Å): 8.3
Frontier orbital gap (eV): 8.43
HOMO (eV): -8.685
DFT total energy (eV): -96225.2239
Spin multiplicity: 1



DFT (the ωB97M-V functional and the def2-TZVPD basis) results for C35H67AsIN3O4P as an isolated structure at a distorted geometry.

```
112
C35H67AsIN3O4P | OMol25 | the ωB97M-V functional and the def2-TZVPD basis
H 0.544 -2.734 -0.893
C 7.109 0.406 -1.106
C -0.037 -1.427 1.611
H 6.956 1.341 -3.080
H -8.788 2.012 2.894
H 7.883 -1.090 -4.114
C -6.733 3.991 2.163
H 1.883 0.957 -1.027
C -5.144 0.145 4.219
I -0.136 6.209 -1.295
C -2.431 -4.096 -1.036
H 0.442 3.466 -2.617
C 8.164 0.308 0.009
C 5.857 1.097 -0.528
H -6.654 1.599 5.608
C -6.330 2.655 1.499
H -7.354 2.716 4.484
H -8.281 2.541 0.559
H -1.155 0.292 -0.588
C -7.593 1.879 1.091
H -7.514 3.890 2.915
C -3.702 -4.718 1.015
C 7.941 -1.811 -2.046
H 6.734 -3.249 -3.166
C 7.486 -3.247 -2.374
C 0.457 0.933 -2.763
H -7.083 -0.488 2.509
C -4.006 -3.309 1.186
C -3.074 0.738 -1.740
H -0.836 -1.403 0.823
C -6.455 2.134 4.676
H -7.136 4.685 1.423
H 8.626 1.226 -2.505
C -2.746 -2.666 -0.875
P -1.758 4.313 -1.095
H -5.345 2.254 -0.429
C 0.644 -0.009 1.844
C 8.982 -1.879 -0.915
As -0.550 2.464 -1.890
H -9.137 0.616 1.901
C 1.002 -2.582 1.304
H 9.282 -0.484 -3.215
H 5.065 1.168 -1.279
C -7.364 0.390 3.101
H -7.894 0.008 3.979
H 10.042 -0.631 0.481
C -1.783 1.147 -0.943
H 1.604 -0.213 2.395
O -4.793 0.981 1.683
H 8.481 1.311 0.311
H 9.873 -2.411 -1.261
C 1.837 0.575 -2.081
C 2.471 -1.557 -0.670
C -3.554 -2.262 0.267
H -3.784 -1.184 0.437
H -1.783 -4.403 -1.894
C 8.624 -1.339 -3.350
N -2.184 -1.777 -1.860
H 0.662 1.221 -3.836
H 1.258 -1.536 -2.595
H 3.477 -2.050 -0.785
C -6.100 1.147 3.541
C -3.096 -0.728 -2.270
H 1.889 -2.563 1.995
H -4.881 -0.690 3.567
O -3.968 -1.032 -3.060
H -3.246 1.406 -2.634
C -2.885 -5.126 -0.127
H -5.612 -0.292 5.104
H -2.566 -6.171 -0.336
C 9.391 -0.506 -0.389
H 2.591 -0.743 0.088
H 9.983 0.031 -1.135
H 2.634 1.081 -2.697
H -5.870 4.477 2.624
H -1.457 2.523 -3.189
H 9.259 -2.127 -3.763
H 8.583 -2.464 -0.079
H -4.023 -5.518 1.720
H 7.074 -3.764 -1.506
H 8.331 -3.848 -2.717
C 2.120 -0.996 -2.126
C 7.595 1.389 -2.196
H -4.623 -3.044 2.081
H -1.259 -1.427 -1.602
H -0.055 0.604 2.472
H 3.026 -1.128 -2.781
O -2.041 4.217 0.578
H -7.327 1.085 0.383
H 0.841 0.443 0.842
H -4.222 0.636 4.538
H -0.227 0.044 -2.809
H 1.970 -3.660 -0.327
N 6.792 -0.917 -1.718
H 5.457 0.576 0.344
H 7.719 -0.151 0.899
H -3.970 0.904 -1.076
H 6.094 2.110 -0.200
H -6.221 3.762 -0.377
H -0.557 -1.684 2.578
H 0.458 -3.545 1.541
C -5.596 3.094 0.219
C -8.320 1.243 2.272
C 1.439 -2.672 -0.209
N -5.445 1.876 2.416
O 6.003 -1.569 -0.875
H -5.630 2.823 4.871
H 0.434 2.524 -0.642
H -2.143 1.673 -0.007
H -4.674 3.631 0.458
H 7.564 2.418 -1.832
H -1.499 3.529 1.008
```

## Properties
Max |F| (eV/Å): 3.5
Frontier orbital gap (spin up / spin down) (eV): 5.80 / 5.30
HOMO (spin up / spin down) (eV): -3.700 / -3.700
DFT total energy (eV): -128263.2688
Charge: -1
Spin multiplicity: 3



DFT (the ωB97M-V functional and the def2-TZVPD basis) results for a 9-piece molecular cluster, C17H51NO12 overall at a distorted geometry.

```
81
C17H51NO12 | OMol25 | the ωB97M-V functional and the def2-TZVPD basis
H 51.623 -23.911 54.145
C 53.311 -23.373 54.993
H 48.486 -24.680 58.103
C 54.531 -24.281 54.583
H 47.040 -28.613 57.166
H 49.364 -28.755 55.396
H 54.971 -26.118 52.418
H 50.465 -24.777 55.976
H 47.243 -27.317 55.902
H 55.227 -25.608 50.784
C 47.834 -27.957 56.575
H 50.633 -26.837 52.654
C 50.527 -26.250 54.851
H 51.994 -28.708 51.145
O 53.060 -28.484 55.438
H 50.919 -27.164 57.592
O 50.427 -25.324 53.829
H 53.707 -22.327 55.220
H 54.110 -25.278 54.508
C 49.284 -28.173 51.722
O 47.015 -28.874 52.188
H 51.360 -26.006 59.338
H 50.001 -26.234 51.292
O 48.528 -29.002 55.890
N 50.343 -27.154 51.782
C 48.475 -23.815 58.410
C 48.007 -27.765 52.456
H 52.616 -25.537 50.805
H 50.517 -23.745 51.664
H 55.406 -24.234 55.165
C 54.511 -29.675 53.886
H 47.696 -23.277 57.723
H 50.355 -23.610 59.069
O 53.948 -27.255 51.212
H 54.701 -28.652 53.600
H 45.022 -29.347 52.333
H 48.326 -24.984 54.021
H 52.270 -27.928 55.274
H 55.961 -26.988 51.290
O 47.410 -24.827 53.742
C 53.107 -29.594 54.572
H 52.782 -26.328 52.425
C 45.712 -28.506 52.707
H 45.709 -28.335 53.778
H 55.222 -29.904 54.644
H 54.490 -30.370 52.931
C 55.083 -26.492 51.431
O 50.664 -27.510 54.681
H 45.711 -24.119 54.946
H 49.083 -28.376 50.666
H 49.443 -23.133 50.233
H 51.258 -27.672 50.005
H 52.321 -29.363 53.556
H 48.426 -27.270 57.192
C 46.824 -24.150 54.933
O 50.394 -23.165 57.240
H 49.771 -27.002 59.987
H 49.676 -22.186 58.984
C 49.807 -23.096 58.436
C 50.819 -27.070 59.580
H 45.459 -27.577 52.392
H 47.199 -24.547 55.741
H 52.989 -30.421 55.150
O 50.944 -27.697 58.308
C 51.657 -27.559 51.112
H 50.025 -24.701 49.192
H 49.760 -29.054 52.290
C 49.687 -23.824 50.959
H 48.020 -23.813 59.334
H 51.271 -27.612 60.326
H 48.671 -23.855 51.355
H 47.059 -23.115 54.929
H 48.101 -27.553 53.609
O 52.400 -23.333 53.888
O 50.710 -25.794 56.048
O 49.823 -24.934 50.128
H 51.032 -22.632 57.173
H 52.745 -23.767 55.957
C 52.866 -26.568 51.374
H 55.033 -23.935 53.744
H 47.465 -26.812 52.102
```

## Properties
Max |F| (eV/Å): 10.5
Frontier orbital gap (eV): 9.49
HOMO (eV): -9.302
DFT total energy (eV): -44505.5552
Energy relative to the best compared isomer or geometry (same formula, charge and spin) (kcal/mol): 98.8
Spin multiplicity: 1



DFT (the ωB97M-V functional and the def2-TZVPD basis) results for C54H47Br2FeGeN6OP2Se2 as an isolated structure at a distorted geometry.

```
116
C54H47Br2FeGeN6OP2Se2 | OMol25 | the ωB97M-V functional and the def2-TZVPD basis
H -4.215 -24.753 -12.879
C -5.023 -25.175 -14.816
C -1.962 -24.268 -11.048
H 0.000 -22.180 -17.277
C 5.328 -20.298 -17.280
H 5.628 -25.578 -17.372
Se 3.912 -23.152 -13.395
C -6.300 -19.806 -16.238
H -8.041 -21.085 -16.591
H -11.100 -19.127 -11.482
P 2.853 -21.509 -14.274
C -5.241 -18.874 -18.235
C 2.704 -20.241 -12.980
H 0.095 -23.351 -21.396
C 3.998 -27.195 -14.896
Ge -6.058 -20.279 -14.310
C -7.678 -19.722 -13.339
C -1.780 -22.179 -9.101
H 5.920 -27.381 -15.768
C 5.025 -26.743 -15.724
H -4.456 -18.251 -18.576
C -5.386 -18.917 -16.853
C -0.975 -24.320 -9.967
N -0.985 -21.621 -13.978
Se -0.713 -26.059 -15.618
H 2.794 -18.234 -18.017
H 1.322 -20.221 -9.873
C -10.285 -17.055 -12.890
H 0.672 -25.383 -9.166
H -5.130 -18.585 -12.539
C -8.023 -17.552 -14.439
H -7.093 -17.685 -14.977
C 2.784 -26.493 -14.885
H -4.744 -18.276 -16.263
C -9.378 -20.498 -11.786
H 4.883 -18.899 -18.909
H -3.765 -19.413 -13.379
C 0.273 -23.595 -20.310
O -4.075 -23.241 -11.694
C 1.910 -19.874 -10.745
C -0.805 -25.979 -12.138
H 5.409 -21.403 -15.388
C 0.346 -22.933 -18.010
H -10.532 -15.304 -14.030
C 0.950 -25.181 -18.614
C 0.779 -24.175 -17.613
H 3.663 -18.636 -13.979
H -4.211 -22.853 -13.921
H 0.694 -25.690 -20.713
H -7.937 -20.865 -18.978
N -4.042 -25.300 -13.737
H -0.029 -21.573 -19.586
C 3.312 -19.048 -17.523
C 3.506 -20.588 -15.726
C -6.134 -19.553 -19.043
C -10.117 -19.303 -11.934
H -4.464 -24.011 -16.654
C 2.984 -18.110 -11.957
H 1.929 -26.797 -14.256
H 1.713 -21.773 -11.739
C -8.736 -16.396 -14.670
C 2.660 -25.330 -15.658
C -8.152 -20.693 -12.427
C -9.861 -16.141 -13.828
P 0.986 -24.592 -15.828
H -8.455 -15.641 -15.401
C -4.757 -23.867 -15.577
H -1.741 -21.424 -8.287
C 0.007 -25.321 -10.023
C 4.552 -19.408 -18.007
H 1.116 -26.175 -18.240
H 1.629 -19.602 -16.245
N -1.725 -24.997 -12.173
C -7.169 -20.306 -18.432
H 0.806 -26.935 -11.333
Fe -2.044 -24.477 -14.172
C -4.742 -18.896 -13.539
C -3.042 -23.209 -10.966
C -2.777 -22.112 -10.107
N -0.847 -22.924 -14.330
C -8.452 -18.556 -13.564
C 3.686 -25.019 -16.645
H -9.799 -21.228 -11.121
H -5.673 -23.294 -15.659
H -7.526 -21.594 -12.292
C 4.844 -20.794 -16.058
N 0.151 -20.972 -14.204
H 4.121 -28.098 -14.300
C 0.088 -26.186 -11.138
H -11.127 -16.833 -12.271
C -0.865 -23.212 -9.039
C 2.370 -18.571 -10.798
H -0.877 -26.699 -12.976
H -4.556 -17.972 -14.157
Br -3.662 -20.499 -10.183
C -9.618 -18.298 -12.773
C 4.832 -25.787 -16.662
H 3.526 -24.211 -17.395
H -6.011 -19.663 -20.100
H 2.409 -17.989 -9.889
Br 0.303 -23.139 -7.607
H -3.436 -22.175 -15.254
H 6.339 -20.519 -17.640
C 0.658 -24.877 -19.951
C 3.165 -18.965 -13.063
H -4.964 -25.926 -15.584
C 0.485 -23.166 -14.819
C 1.156 -21.934 -14.558
C 2.711 -19.735 -16.452
C -7.250 -20.428 -17.044
H -3.905 -26.268 -13.438
H 3.341 -17.092 -11.958
C 2.072 -20.707 -11.837
C 0.154 -22.615 -19.340
N -3.770 -23.055 -14.819
H -6.050 -25.163 -14.423
```

## Properties
Max |F| (eV/Å): 3.6
Frontier orbital gap (spin up / spin down) (eV): 5.87 / 4.21
HOMO (spin up / spin down) (eV): -9.441 / -9.466
DFT total energy (eV): -447998.1754
Charge: +1
Energy relative to the best compared isomer or geometry (same formula, charge and spin) (kcal/mol): 110.4
Spin multiplicity: 5